Here is one molecule with the formula C10H14 in a non-equilibrium geometry from the Open Molecules 2025 dataset. Energies are from the ωB97M-V functional and the def2-TZVPD basis.

The calculation puts the LUMO energy at 0.99 eV. The value obtained for the orbital gap is 9.1736 eV. The highest occupied orbital energy comes out at -0.3007 hartree. The energy above the lowest of the compared OMol25 structures with the same formula, charge and spin comes out at 450.8 kJ/mol. Its charge is 0.

CARTESIAN COORDINATES (ANGSTROEM)
C1 1.116 -1.347 1.005
C2 -0.081 -1.485 0.438
C3 -0.177 0.966 0.496
C4 -0.313 2.248 0.392
C5 2.859 -0.181 -0.970
C6 2.703 0.451 0.197
C7 1.627 0.058 1.162
C8 -0.933 -0.261 0.122
C9 -1.209 -0.307 -1.369
C10 -2.355 -0.398 0.669
H1 1.934 -1.984 1.296
H2 -0.379 -2.421 0.224
H3 -1.235 2.557 -0.077
H4 0.441 3.004 0.874
H5 3.799 0.024 -1.438
H6 2.078 -0.851 -1.339
H7 3.429 1.171 0.549
H8 1.646 0.320 2.121
H9 -1.648 -1.180 -1.572
H10 -0.451 -0.130 -2.073
H11 -1.799 0.575 -1.709
H12 -2.936 -1.214 0.320
H13 -2.847 0.426 0.381
H14 -2.421 -0.376 1.810



Here is C10H14BBrN6Sn as an isolated structure in a non-equilibrium geometry from the Open Molecules 2025 dataset. Energies are from the ωB97M-V functional and the def2-TZVPD basis.

The calculation puts the LUMO energy at 0.25 eV. The value obtained for the orbital gap is 8.7959 eV. The highest occupied orbital energy comes out at -0.3142 hartree. The energy above the lowest of the compared OMol25 structures with the same formula, charge and spin comes out at 0.0 kJ/mol. Its charge is 0.

CARTESIAN COORDINATES (ANGSTROEM)
H1 -2.634 0.690 -2.106
N1 -0.519 0.357 -2.072
B1 1.946 0.065 -2.724
N2 0.439 0.308 -3.068
C1 -0.149 0.546 -4.260
Sn1 -0.396 0.355 0.184
H2 0.442 0.581 -5.161
C2 -1.513 0.723 -4.040
H3 -2.277 0.928 -4.764
C3 -1.710 0.595 -2.663
H4 2.634 0.151 -3.706
C4 0.608 -0.334 2.044
H5 -0.168 -0.359 2.808
H6 1.352 0.401 2.337
H7 1.093 -1.308 1.970
N3 2.076 -1.345 -2.054
N4 2.320 1.128 -1.638
N5 1.344 -1.575 -0.923
N6 1.580 1.271 -0.476
C5 2.787 -2.455 -2.378
C6 3.291 2.063 -1.670
H8 3.435 -2.452 -3.245
H9 3.956 2.122 -2.519
C7 2.495 -3.433 -1.422
C8 3.210 2.809 -0.503
C9 1.583 -2.832 -0.534
C10 2.132 2.290 0.223
H10 2.869 -4.438 -1.349
H11 3.828 3.630 -0.196
H12 1.114 -3.276 0.336
H13 1.742 2.641 1.166
H14 -1.075 -1.224 0.431
Br1 -1.525 2.521 0.752



Here is C10H14BClN6O4Pb as an isolated structure in a non-equilibrium geometry from the Open Molecules 2025 dataset. Energies are from the ωB97M-V functional and the def2-TZVPD basis.

The calculation puts the LUMO energy at 0.07 eV. The value obtained for the orbital gap is 7.2528 eV. The highest occupied orbital energy comes out at -0.2640 hartree. Its charge is 0.

CARTESIAN COORDINATES (ANGSTROEM)
H1 -3.062 -1.055 -1.720
N1 -1.082 -0.383 -1.448
B1 1.306 0.411 -1.735
N2 -0.065 -0.065 -2.291
C1 -0.468 -0.236 -3.577
Pb1 -0.741 -0.209 0.692
H2 0.215 -0.030 -4.399
C2 -1.791 -0.680 -3.566
H3 -2.419 -0.915 -4.424
C3 -2.130 -0.756 -2.200
H4 2.069 0.641 -2.645
C4 -0.371 -0.029 2.717
H5 -1.244 -0.305 3.329
H6 -0.093 1.017 2.942
H7 0.478 -0.682 2.989
N3 1.883 -0.703 -0.819
N4 1.079 1.691 -0.885
N5 1.188 -1.132 0.266
N6 0.248 1.668 0.188
C5 3.044 -1.400 -0.923
C6 1.587 2.941 -1.043
H8 3.738 -1.196 -1.737
H9 2.277 3.156 -1.858
C7 3.103 -2.311 0.132
C8 1.067 3.755 -0.036
C9 1.909 -2.103 0.850
C10 0.228 2.904 0.711
H10 3.896 -3.026 0.348
H11 1.265 4.812 0.130
H12 1.531 -2.596 1.746
H13 -0.386 3.114 1.587
H14 -1.464 -1.554 1.043
O1 -3.653 0.279 4.003
Cl1 -3.377 -0.954 3.150
O2 -2.940 -2.108 4.044
O3 -4.650 -1.347 2.411
O4 -2.174 -0.614 2.028



Here is one molecule with the formula C10H14BIO4 from the Open Molecules 2025 dataset. Energies are from the ωB97M-V functional and the def2-TZVPD basis.

The calculation puts the LUMO energy at 0.37 eV. The value obtained for the orbital gap is 9.7543 eV. The highest occupied orbital energy comes out at -0.3449 hartree. Its charge is 0.

CARTESIAN COORDINATES (ANGSTROEM)
C1 -1.858 0.148 3.042
C2 -1.995 -0.053 1.870
C3 -2.179 -0.290 0.442
C4 -0.853 -0.688 -0.238
B1 -0.600 -2.245 0.110
C5 -0.024 -2.771 1.472
O1 -0.972 -3.138 -0.863
O2 -0.924 -0.546 -1.682
C6 0.372 -0.661 -2.079
O3 0.742 -1.059 -3.133
O4 1.190 -0.262 -1.071
C7 0.358 0.204 0.015
C8 0.096 1.735 -0.197
I1 0.308 2.844 1.638
C9 0.968 2.393 -1.265
C10 2.466 2.486 -0.950
H1 -1.595 0.222 4.071
H2 -2.895 -1.110 0.331
H3 -2.611 0.586 -0.046
H4 0.985 -3.161 1.289
H5 0.063 -2.022 2.255
H6 -0.628 -3.614 1.810
H7 -0.303 -3.815 -1.012
H8 0.858 0.070 0.970
H9 -0.942 1.871 -0.490
H10 0.595 3.410 -1.402
H11 0.848 1.888 -2.224
H12 2.999 2.717 -1.873
H13 2.678 3.300 -0.258
H14 2.854 1.559 -0.531



Here is one molecule with the formula C10H14BNO4 in a non-equilibrium geometry from the Open Molecules 2025 dataset. Energies are from the ωB97M-V functional and the def2-TZVPD basis.

The calculation puts the LUMO energy at 0.52 eV. The value obtained for the orbital gap is 9.2726 eV. The highest occupied orbital energy comes out at -0.3215 hartree. The energy above the lowest of the compared OMol25 structures with the same formula, charge and spin comes out at 0.0 kJ/mol. Its charge is 0.

CARTESIAN COORDINATES (ANGSTROEM)
C1 -1.834 2.220 0.738
C2 -0.613 1.897 -0.116
O1 -0.817 0.865 -1.153
C3 -1.333 -0.367 -0.780
C4 -1.808 -1.269 -1.756
C5 -2.156 -2.567 -1.377
C6 -1.980 -2.977 -0.075
C7 -1.510 -2.111 0.848
C8 -1.257 -0.819 0.549
C9 0.611 1.636 0.733
O2 0.443 1.250 1.868
N1 1.814 1.804 0.116
C10 2.942 1.123 0.666
B1 3.025 -0.284 -0.131
O3 1.922 -0.815 -0.767
O4 4.267 -0.887 -0.100
H1 -2.744 2.424 0.172
H2 -2.112 1.388 1.392
H3 -1.639 3.049 1.409
H4 -0.474 2.814 -0.726
H5 -1.793 -0.947 -2.789
H6 -2.442 -3.260 -2.152
H7 -2.100 -4.035 0.119
H8 -1.292 -2.449 1.854
H9 -0.921 -0.123 1.316
H10 1.874 1.827 -0.904
H11 2.757 0.977 1.732
H12 3.862 1.701 0.538
H13 1.081 -0.345 -0.689
H14 4.222 -1.719 -0.535



Here is one molecule with the formula C10H14ClN3O in a non-equilibrium geometry from the Open Molecules 2025 dataset. Energies are from the ωB97M-V functional and the def2-TZVPD basis.

The calculation puts the LUMO energy at 0.47 eV. The value obtained for the orbital gap is 10.4922 eV. The highest occupied orbital energy comes out at -0.3684 hartree. Its charge is 0.

CARTESIAN COORDINATES (ANGSTROEM)
C1 -1.612 0.035 2.146
C2 -0.262 -0.640 2.090
O1 0.562 -0.368 2.930
N1 0.070 -1.599 1.066
C3 -0.995 -2.564 0.813
C4 0.600 -1.012 -0.166
C5 1.371 -2.093 -0.790
N2 2.031 -2.960 -1.212
C6 1.487 0.239 0.110
C7 2.647 0.265 -0.769
N3 3.561 0.289 -1.474
C8 0.731 1.534 -0.210
C9 0.428 1.720 -1.696
C10 -1.015 2.093 -2.009
Cl1 -2.201 1.022 -1.227
H1 -1.466 1.091 2.003
H2 -1.974 -0.089 3.153
H3 -2.347 -0.365 1.475
H4 -1.984 -2.200 1.065
H5 -0.830 -3.467 1.375
H6 -1.017 -2.838 -0.229
H7 -0.194 -0.764 -0.860
H8 1.886 0.224 1.110
H9 1.382 2.343 0.086
H10 -0.145 1.627 0.405
H11 1.013 2.541 -2.069
H12 0.643 0.835 -2.268
H13 -1.214 3.125 -1.782
H14 -1.158 1.977 -3.069



Here is one molecule with the formula C10H14FN3 in a non-equilibrium geometry from the Open Molecules 2025 dataset. Energies are from the ωB97M-V functional and the def2-TZVPD basis.

The calculation puts the LUMO energy (spin up / spin down) at -0.25 / -0.14 eV. The value obtained for the orbital gap (spin up / spin down) is 6.7913 / 6.9464 eV. The highest occupied orbital energy (spin up / spin down) comes out at -0.2586 / -0.2602 hartree. The energy above the lowest of the compared OMol25 structures with the same formula, charge and spin comes out at 71.5 kJ/mol. Its charge is 0.

CARTESIAN COORDINATES (ANGSTROEM)
C1 1.547 -0.270 -2.153
C2 1.468 -0.450 -0.595
C3 2.855 0.059 0.002
C4 0.278 0.211 0.040
C5 -0.909 -0.585 0.413
C6 -1.377 -1.903 0.233
N1 -0.717 -2.944 -0.431
N2 -2.518 -2.046 0.898
N3 -2.796 -0.951 1.590
C7 -1.917 0.111 1.237
C8 -1.931 1.451 1.490
C9 -0.737 2.319 1.187
C10 0.052 1.725 0.002
F1 -0.670 2.081 -1.239
H1 1.315 0.770 -2.252
H2 0.841 -0.779 -2.675
H3 2.508 -0.461 -2.595
H4 1.181 -1.586 -0.383
H5 2.827 0.320 1.095
H6 3.183 0.885 -0.589
H7 3.517 -0.687 -0.112
H8 -0.160 -2.567 -1.261
H9 -1.226 -3.755 -0.752
H10 -3.801 -1.031 1.962
H11 -2.601 1.890 2.130
H12 -1.054 3.346 0.865
H13 -0.132 2.664 2.037
H14 0.974 2.185 -0.144



Here is one molecule with the formula C10H14N2 in a non-equilibrium geometry from the Open Molecules 2025 dataset. Energies are from the ωB97M-V functional and the def2-TZVPD basis.

The calculation puts the LUMO energy at 0.88 eV. The value obtained for the orbital gap is 9.3415 eV. The highest occupied orbital energy comes out at -0.3110 hartree. The energy above the lowest of the compared OMol25 structures with the same formula, charge and spin comes out at 649.8 kJ/mol. Its charge is 0.

CARTESIAN COORDINATES (ANGSTROEM)
C1 1.197 -1.076 1.472
C2 0.662 -0.892 0.256
C3 1.448 -0.743 -1.124
N1 2.934 -0.598 -0.550
N2 3.085 0.858 -0.138
C4 -0.758 -0.467 -0.011
C5 -1.693 -1.477 -0.116
C6 -3.114 -1.135 -0.118
C7 -3.545 0.203 -0.209
C8 -2.342 1.100 -0.246
C9 -1.108 0.887 -0.207
C10 -0.085 1.768 0.255
H1 0.559 -0.866 2.335
H2 2.206 -1.272 1.662
H3 1.460 -1.753 -1.677
H4 1.237 0.055 -1.898
H5 3.517 -0.751 -1.373
H6 2.033 1.028 0.394
H7 3.969 0.830 0.754
H8 -1.305 -2.530 -0.125
H9 -3.834 -2.071 -0.189
H10 -4.606 0.450 -0.047
H11 -2.427 2.332 -0.107
H12 -0.611 2.683 -0.003
H13 0.977 1.561 -0.284
H14 0.146 1.877 1.296



Here is C10H14N2NiP as an isolated structure in a non-equilibrium geometry from the Open Molecules 2025 dataset. Energies are from the ωB97M-V functional and the def2-TZVPD basis.

The calculation puts the LUMO energy (spin up / spin down) at 3.45 / 3.32 eV. Its spin multiplicity is 3. The value obtained for the orbital gap (spin up / spin down) is 3.6098 / 5.1238 eV. The highest occupied orbital energy (spin up / spin down) comes out at -0.0059 / -0.0662 hartree. The energy above the lowest of the compared OMol25 structures with the same formula, charge and spin comes out at 513.7 kJ/mol. Its charge is -1.

CARTESIAN COORDINATES (ANGSTROEM)
C1 -0.236 0.544 -1.078
C2 0.697 1.615 -1.293
C3 1.013 2.490 -0.269
C4 0.058 2.633 0.797
C5 -1.139 1.944 0.593
Ni1 0.432 0.817 0.591
P1 0.500 -1.075 -1.481
H1 -1.254 0.686 -1.420
H2 1.293 1.583 -2.205
H3 1.926 3.081 -0.264
H4 -1.977 2.146 1.272
H5 0.261 3.276 1.652
H6 1.225 -1.401 -0.335
H7 1.457 -1.086 -2.508
H8 -0.480 -2.063 -1.648
N1 -2.603 -0.475 0.919
C6 -1.680 -1.052 1.729
C7 -2.142 -2.047 2.617
C8 -1.241 -2.900 3.227
C9 0.116 -2.750 2.906
C10 0.539 -1.652 2.164
N2 -0.344 -0.743 1.611
H9 -2.396 0.283 0.268
H10 -3.569 -0.678 1.141
H11 -3.219 -2.148 2.737
H12 -1.581 -3.701 3.884
H13 0.865 -3.445 3.289
H14 1.600 -1.501 1.913



Here is one molecule with the formula C10H14N2S in a non-equilibrium geometry from the Open Molecules 2025 dataset. Energies are from the ωB97M-V functional and the def2-TZVPD basis.

The calculation puts the LUMO energy at 0.73 eV. The value obtained for the orbital gap is 8.3107 eV. The highest occupied orbital energy comes out at -0.2786 hartree. The energy above the lowest of the compared OMol25 structures with the same formula, charge and spin comes out at 238.4 kJ/mol. Its charge is 0.

CARTESIAN COORDINATES (ANGSTROEM)
C1 1.338 1.453 1.205
C2 0.039 1.416 0.440
C3 -0.600 2.773 0.205
C4 0.120 0.531 -0.879
S1 1.779 -0.034 -1.408
C5 1.427 -1.761 -1.034
C6 2.272 -2.814 -0.983
C7 1.777 -4.041 -0.622
N1 0.482 -4.171 -0.388
C8 -0.329 -3.130 -0.179
C9 0.113 -1.800 -0.591
N2 -0.682 -0.645 -0.666
C10 -2.114 -0.726 -0.444
H1 2.057 2.092 0.636
H2 1.646 0.405 1.328
H3 1.095 1.916 2.186
H4 -0.563 0.828 1.094
H5 -0.027 3.051 -0.618
H6 -0.504 3.386 1.034
H7 -1.594 2.605 -0.190
H8 -0.311 1.036 -1.667
H9 3.275 -2.689 -1.112
H10 2.310 -4.954 -0.492
H11 -1.265 -3.331 0.187
H12 -2.489 -0.313 0.469
H13 -2.740 -0.241 -1.168
H14 -2.444 -1.777 -0.510



Here is a 2-piece molecular cluster, C10H14N3 overall in a non-equilibrium geometry from the Open Molecules 2025 dataset. Energies are from the ωB97M-V functional and the def2-TZVPD basis.

The calculation puts the LUMO energy at -6.08 eV. The value obtained for the orbital gap is 5.9404 eV. The highest occupied orbital energy comes out at -0.4417 hartree. The energy above the lowest of the compared OMol25 structures with the same formula, charge and spin comes out at 402.2 kJ/mol. Its charge is +1.

CARTESIAN COORDINATES (ANGSTROEM)
C1 3.046 -0.051 -1.053
C2 2.176 0.997 -1.266
C3 2.690 -1.418 -1.141
C4 0.808 0.678 -1.416
C5 1.376 -1.703 -1.397
C6 0.451 -0.682 -1.562
C7 0.459 0.484 1.840
C8 -1.697 0.745 1.434
C9 -2.992 0.549 2.154
C10 -1.017 -0.995 -1.697
N1 -0.052 -0.615 1.236
N2 -0.501 1.340 2.050
N3 -1.238 -0.493 0.942
H1 4.109 0.168 -0.902
H2 2.452 2.108 -1.408
H3 3.461 -2.123 -1.299
H4 0.044 1.420 -1.733
H5 1.182 -2.697 -1.612
H6 1.454 0.508 2.255
H7 -2.031 1.450 0.626
H8 -3.361 1.498 2.567
H9 -2.857 -0.172 2.909
H10 -3.523 -0.017 1.450
H11 -1.516 -0.239 -2.349
H12 -1.200 -1.842 -2.291
H13 -0.290 2.297 2.419
H14 -1.433 -1.195 -0.756



Here is C10H14N3O5Ru as an isolated structure in a non-equilibrium geometry from the Open Molecules 2025 dataset. Energies are from the ωB97M-V functional and the def2-TZVPD basis.

The calculation puts the LUMO energy (spin up / spin down) at -6.11 / -11.51 eV. Its spin multiplicity is 6. The value obtained for the orbital gap (spin up / spin down) is 7.1099 / 5.2074 eV. The highest occupied orbital energy (spin up / spin down) comes out at -0.4860 / -0.6144 hartree. The energy above the lowest of the compared OMol25 structures with the same formula, charge and spin comes out at 95.2 kJ/mol. Its charge is +2.

CARTESIAN COORDINATES (ANGSTROEM)
O1 -4.445 -2.991 -3.246
C1 -3.592 -2.279 -3.036
Ru1 -0.015 1.085 -2.095
O2 0.316 -1.939 -1.703
C2 0.082 -0.817 -1.894
C3 1.056 2.887 -2.087
O3 1.584 3.905 -2.120
C4 -1.772 1.753 -2.128
O4 -2.862 2.152 -2.213
C5 0.008 0.971 -3.960
O5 -0.007 0.886 -5.119
H1 -2.122 -0.935 -2.630
C6 2.998 -0.282 0.950
N1 1.680 -0.371 1.553
C7 1.653 -0.855 2.920
C8 0.618 0.260 0.982
N2 0.800 1.163 0.013
N3 -0.636 -0.038 1.394
C9 -0.993 -1.324 1.969
C10 -1.743 0.827 1.026
H2 3.623 -1.068 1.380
H3 3.471 0.690 1.152
H4 2.930 -0.428 -0.134
H5 0.972 -0.267 3.541
H6 1.371 -1.914 2.974
H7 2.662 -0.759 3.328
H8 1.750 1.531 0.049
H9 -0.959 -1.300 3.062
H10 -2.018 -1.556 1.671
H11 -0.347 -2.118 1.592
H12 -1.347 1.803 0.740
H13 -2.304 0.399 0.186
H14 -2.413 0.929 1.886



- Look up the charge of the sixth one.
  0



Copy entry 1 word for word.
Here is one molecule with the formula C10H14 in a non-equilibrium geometry from the Open Molecules 2025 dataset. Energies are from the ωB97M-V functional and the def2-TZVPD basis.

The calculation puts the LUMO energy at 0.99 eV. The value obtained for the orbital gap is 9.1736 eV. The highest occupied orbital energy comes out at -0.3007 hartree. The energy above the lowest of the compared OMol25 structures with the same formula, charge and spin comes out at 450.8 kJ/mol. Its charge is 0.

CARTESIAN COORDINATES (ANGSTROEM)
C1 1.116 -1.347 1.005
C2 -0.081 -1.485 0.438
C3 -0.177 0.966 0.496
C4 -0.313 2.248 0.392
C5 2.859 -0.181 -0.970
C6 2.703 0.451 0.197
C7 1.627 0.058 1.162
C8 -0.933 -0.261 0.122
C9 -1.209 -0.307 -1.369
C10 -2.355 -0.398 0.669
H1 1.934 -1.984 1.296
H2 -0.379 -2.421 0.224
H3 -1.235 2.557 -0.077
H4 0.441 3.004 0.874
H5 3.799 0.024 -1.438
H6 2.078 -0.851 -1.339
H7 3.429 1.171 0.549
H8 1.646 0.320 2.121
H9 -1.648 -1.180 -1.572
H10 -0.451 -0.130 -2.073
H11 -1.799 0.575 -1.709
H12 -2.936 -1.214 0.320
H13 -2.847 0.426 0.381
H14 -2.421 -0.376 1.810